1.
C22H28N2P2PrS | ωB97M-V/def2-TZVPD

Last column: Löwdin charge in e.
Element x y z (Å)
C: -1.24992 3.52084 -2.15094  -0.0371
C: -1.04079 2.17232 -1.90002  -0.2243
C: 0.26439 1.61800 -2.11279  -0.2010
C: 1.33092 2.46415 -2.59395  -0.1482
C: 1.05098 3.83583 -2.83722  -0.0140
C: -0.21413 4.35058 -2.62432  -0.0587
C: 2.60609 1.90164 -2.69665  0.0561
C: 2.82274 0.53873 -2.48356  -0.1542
C: 1.70318 -0.25948 -2.04602  -0.2125
C: 1.89347 -1.65351 -1.78471  -0.2315
C: 3.16403 -2.20170 -1.87720  -0.0361
C: 4.26432 -1.41729 -2.27580  -0.0613
C: 4.09953 -0.07731 -2.57943  -0.0130
H: -2.24079 3.94621 -1.97168  0.1197
H: 1.86770 4.46042 -3.20245  0.1203
H: -0.41862 5.41235 -2.80710  0.1148
H: 3.44719 2.54127 -2.97429  0.1362
H: 3.30423 -3.25286 -1.62238  0.1180
H: 5.25162 -1.88335 -2.32525  0.1119
H: 4.93904 0.53144 -2.91339  0.1196
N: 0.52614 0.34026 -1.74834  0.1176
Pr: 0.55709 0.48191 1.81937  0.6821
C: -2.11261 1.29419 -1.29619  -0.2721
H: -2.00613 0.26348 -1.67453  0.0870
H: -3.11546 1.71405 -1.47530  0.1023
C: 0.70634 -2.45363 -1.31590  -0.2774
H: -0.20572 -2.14761 -1.85448  0.0938
H: 0.88327 -3.53176 -1.42328  0.0995
P: -1.88574 1.14305 0.54387  0.7637
P: 0.34461 -2.09088 0.46958  0.7755
C: 1.66921 -3.06755 1.26523  -0.2452
H: 1.53853 -3.05673 2.35562  0.0271
H: 1.61650 -4.10056 0.89217  0.0635
H: 2.64252 -2.62902 1.01128  0.0521
C: -1.12788 -3.14609 0.69846  -0.2504
H: -0.87890 -4.17504 0.39516  0.0602
H: -1.42672 -3.12314 1.75539  0.0275
H: -1.94496 -2.75666 0.07200  0.0442
C: -2.30960 2.84799 1.06347  -0.2632
H: -3.26515 3.14986 0.60408  0.0611
H: -2.37131 2.86528 2.15775  0.0311
H: -1.50076 3.51911 0.75212  0.0501
C: -3.38535 0.21265 0.99322  -0.2437
H: -3.39171 0.05757 2.08287  0.0214
H: -4.26229 0.79699 0.67572  0.0628
H: -3.36562 -0.76573 0.49216  0.0429
H: 1.92217 1.43793 0.19938  -0.1345
H: 0.06812 2.14974 2.84730  -0.1644
S: -2.67160 -0.85218 5.10328  1.0707
C: -1.75151 -2.33655 5.06770  -0.3343
C: -0.67169 -2.21399 4.22787  -0.2122
N: -0.52509 -0.93998 3.64530  -0.1563
C: -1.54392 -0.13459 4.01805  -0.5051
H: -2.01801 -3.21548 5.64248  0.0826
H: 0.03250 -3.00111 3.97645  0.1055
H: -1.61443 0.91595 3.73982  0.0299

Forces on atoms 1 to 2 (eV/Å):
C -0.207 -1.133 0.230
C -0.115 0.561 0.198

Properties
E_LUMO (spin up / spin down) = -3.1 / -3.1 eV
<S²> = 2.009
HOMO energy (spin up / spin down) = -0.3703 / -0.3704 hartree
spin multiplicity = 3
relative energy (zero: lowest compared OMol25 entry of this formula, charge and spin) = 0.00 kcal/mol
total charge = +1
calculated total energy = -2562.2629 hartree
gap between HOMO and LUMO (spin up / spin down) = 6.99 / 7.02 eV



2.
C6H7ClO4 | ωB97M-V/def2-TZVPD

Last column: Löwdin charge in e.
Element x y z (Å)
C: -2.00151 0.85447 -4.04400  -0.0438
C: -2.00602 1.43406 -2.61980  -0.2572
C: -0.92286 0.62703 -0.64039  -0.5518
C: 0.52579 -0.01783 0.95183  -0.1496
C: 1.74482 -0.58511 1.25369  -0.0910
C: 1.95770 -0.90786 2.80746  -0.6836
H: -0.83334 0.67523 -4.31495  0.1152
H: -2.51588 1.25588 -5.07786  0.1398
H: -2.34796 -0.26528 -3.75675  0.1307
H: -0.20096 0.36696 1.77067  0.1711
H: 2.71464 -0.87431 0.62291  0.1465
H: 0.89804 -0.75700 3.32124  0.0947
H: 2.46256 -0.05174 3.49305  0.1079
O: -3.03961 2.19220 -2.19197  0.0174
O: -0.67370 1.08130 -1.93831  0.0772
O: -1.89478 0.52782 0.07619  0.1583
O: 0.26763 0.31475 -0.28855  0.0843
Cl: 2.75053 -2.45335 3.08413  0.5338

Forces on atoms 1 to 2 (eV/Å):
C 2.339 -2.676 -0.816
C -5.125 4.949 0.352

Properties
E_LUMO = 0.1 eV
HOMO energy = -0.3535 hartree
SMILES string = CC(=O)OC(=O)O/C=C/CCl
relative energy (zero: lowest compared OMol25 entry of this formula, charge and spin) = 97.42 kcal/mol
calculated total energy = -993.8337 hartree
gap between HOMO and LUMO = 9.70 eV



3.
C5H8O | ωB97M-V/def2-TZVPD

Last column: Löwdin charge in e.
Element x y z (Å)
O: 1.20650 1.37828 -1.08489  -0.0509
C: 0.82295 0.89878 0.19272  -0.3324
C: 1.06972 -0.58449 0.40390  -0.0968
C: -0.22568 -0.85800 -0.36086  -0.2053
C: -1.44881 -0.59541 0.45082  -0.0898
C: -0.71644 0.59199 -0.11215  -0.1540
H: 1.26452 1.61107 0.90843  0.1415
H: 1.98878 -1.02894 0.02014  0.1140
H: 0.95842 -0.80674 1.47202  0.1176
H: -0.25070 -1.47531 -1.25277  0.1334
H: -2.33125 -1.00810 -0.06276  0.1153
H: -1.52132 -0.67651 1.52569  0.0983
H: 0.48021 1.05264 -1.64351  0.0800
H: -1.12305 1.51797 -0.47886  0.1290

Forces on atoms 1 to 2 (eV/Å):
O 0.203 -0.143 -0.092
C -0.573 -0.063 0.417

Properties
E_LUMO = 1.1 eV
HOMO energy = -0.3564 hartree
SMILES string = O[C@@H]1C[C@H]2C[C@H]21
relative energy (zero: lowest compared OMol25 entry of this formula, charge and spin) = 73.05 kcal/mol
calculated total energy = -270.4415 hartree
gap between HOMO and LUMO = 10.84 eV



4.
C5H7NO | ωB97M-V/def2-TZVPD

Last column: Löwdin charge in e.
Element x y z (Å)
C: -2.09453 -0.29407 -0.43373  -0.0381
C: -0.65044 -0.03245 -0.08335  -0.3158
C: 0.40652 -0.83042 -0.44738  -0.0178
C: 1.66662 -0.33276 0.01494  -0.3670
N: 2.87137 -0.66540 -0.16903  0.1339
O: 1.29898 0.88557 0.84766  -0.0437
C: -0.26397 1.12327 0.64605  -0.0474
H: -2.77188 0.00969 0.37487  0.0823
H: -2.38691 0.26689 -1.33109  0.0889
H: -2.25624 -1.35856 -0.63624  0.0822
H: 0.33823 -1.74639 -1.02360  0.1182
H: 3.53451 -0.13032 0.38853  0.0572
H: -0.71030 1.37383 1.60879  0.1007
H: 1.01806 1.73113 0.24359  0.1666

Forces on atoms 1 to 2 (eV/Å):
C 0.016 -0.026 0.018
C 0.187 0.002 -0.031

Properties
E_LUMO = 0.8 eV
HOMO energy = -0.2874 hartree
relative energy (zero: lowest compared OMol25 entry of this formula, charge and spin) = 95.46 kcal/mol
calculated total energy = -324.5723 hartree
gap between HOMO and LUMO = 8.60 eV



5.
C9H8 | ωB97M-V/def2-TZVPD

Last column: Löwdin charge in e.
Element x y z (Å)
C: -1.13153 1.29912 0.16347  0.0927
C: 0.08209 1.61083 0.44668  0.0250
C: -1.73855 0.05609 0.05892  -0.3353
C: -0.82383 -0.85860 -0.08534  0.1321
C: 0.56004 -0.80707 0.03821  -0.2462
C: 1.49574 -1.79733 0.03785  0.1030
C: 1.00268 0.65482 0.21004  -0.2347
C: -3.24964 -0.02328 0.00573  -0.0317
C: 2.42738 0.99341 -0.11848  -0.0649
H: 2.55873 -1.45930 0.11137  0.0747
H: 1.34335 -2.78401 -0.16553  0.0310
H: -3.62871 0.59683 0.72295  0.0388
H: -3.49867 -1.02444 0.12391  0.0475
H: -3.65778 0.34787 -1.04818  0.1352
H: 2.64376 0.66079 -1.16302  0.1129
H: 3.05489 0.49941 0.55297  0.0457
H: 2.56003 2.03486 0.10846  0.0742

Forces on atoms 1 to 2 (eV/Å):
C 2.859 1.087 0.756
C -3.197 -0.101 -0.347

Properties
E_LUMO (spin up / spin down) = -1.5 / -0.9 eV
HOMO energy (spin up / spin down) = -0.2653 / -0.3256 hartree
relative energy (zero: lowest compared OMol25 entry of this formula, charge and spin) = 161.50 kcal/mol
calculated total energy = -347.4422 hartree
gap between HOMO and LUMO (spin up / spin down) = 5.73 / 7.97 eV



6.
C5H30N2O8 | ωB97M-V/def2-TZVPD

Last column: Löwdin charge in e.
Element x y z (Å)
N: 0.98077 -1.07041 2.30699  -0.0003
C: -0.50194 -0.98199 2.27869  -0.2278
C: -1.03667 -1.24030 0.86606  -0.2025
N: -1.18126 -0.01853 0.02856  -0.0620
C: -0.05952 0.26419 -0.87740  -0.2351
C: -0.42871 1.40383 -1.84780  -0.2317
C: -1.23215 0.88790 -3.03253  -0.1183
H: 1.44602 -0.24543 1.90812  0.0348
H: 1.33054 -1.13409 3.25902  0.0859
H: -0.88666 -0.07116 2.63125  0.0809
H: -0.94112 -1.75813 2.96312  0.1232
H: -2.05229 -1.71457 0.92959  0.1198
H: -0.37928 -2.02426 0.35326  0.1073
H: -1.37983 0.77081 0.61715  0.0530
H: 0.81285 0.55897 -0.30026  0.0747
H: 0.23345 -0.62640 -1.45033  0.0884
H: -0.96554 2.22071 -1.27446  0.1069
H: 0.47348 1.90890 -2.16015  0.1045
H: -0.62999 0.22893 -3.73959  0.0994
H: -2.08063 0.24930 -2.65547  0.0680
H: -1.60784 1.70311 -3.66836  0.0708
H: 2.07716 -4.34699 1.62885  0.0566
H: 2.03479 -2.82440 1.78878  -0.0229
O: 2.51561 -3.53153 1.40344  -0.0343
H: 0.48117 3.95339 1.37307  0.1075
H: -0.48627 2.78215 1.03477  -0.0569
O: 0.38858 3.05405 0.94313  -0.0404
H: -2.81952 2.20816 0.43025  0.0417
H: -2.74515 2.49635 2.02881  0.0713
O: -2.23699 2.58902 1.20167  -0.1165
H: 2.42243 -2.71768 -0.23777  0.0653
H: 1.51573 -1.55487 0.14720  0.0180
O: 1.94334 -1.95024 -0.65104  -0.0959
H: 2.79818 -0.50228 -0.91269  0.0079
H: 4.12535 0.28873 -1.15926  0.0237
O: 3.23024 0.37775 -0.95829  -0.0386
H: 2.77945 1.05780 0.62248  -0.0448
H: 1.70869 1.93215 1.22120  -0.0387
O: 2.34777 1.28236 1.40204  -0.0358
H: -1.36500 -2.07271 -1.67054  0.0204
H: 0.15711 -2.65517 -1.72369  0.0465
O: -0.82251 -2.85396 -1.92141  -0.1062
H: -3.40394 1.73445 -1.62364  0.0388
H: -2.99275 0.57246 -0.73539  0.0386
O: -3.56716 1.36965 -0.76745  -0.0451

Forces on atoms 1 to 2 (eV/Å):
N -0.248 -0.333 0.046
C 0.600 -2.270 -0.256

Properties
E_LUMO = 0.5 eV
HOMO energy = -0.3335 hartree
SMILES string = CCCNCCN.O.O.O.O.O.O.O.O
relative energy (zero: lowest compared OMol25 entry of this formula, charge and spin) = 35.58 kcal/mol
calculated total energy = -919.9302 hartree
gap between HOMO and LUMO = 9.55 eV



7.
C8H13NO4S | ωB97M-V/def2-TZVPD

Last column: Löwdin charge in e.
Element x y z (Å)
C: 0.22431 0.51337 -0.52164  -0.3664
C: -0.09928 2.78373 -1.37509  -0.5174
C: -2.09447 -2.37828 0.80372  -0.2786
C: 1.12588 -0.66704 -0.36483  -0.5035
C: 0.43013 3.69818 -0.28199  0.0027
C: -3.28260 -2.29568 1.74382  -0.1322
C: 2.25395 -0.29042 0.54604  0.0093
C: 1.59955 -0.94961 -1.83219  0.0063
N: 0.52726 1.54195 -1.22622  0.1911
O: -0.91083 2.99570 -2.23634  0.0988
O: -0.46979 -0.93143 2.28906  -0.2663
O: -0.87406 0.37051 0.21827  -0.0566
O: 0.32347 -1.75711 0.05683  -0.1544
S: -0.86910 -1.20169 0.94165  0.8430
H: -2.12541 -2.44484 -0.32326  0.0827
H: 0.17168 3.23885 0.59824  0.0407
H: 1.52712 3.79559 -0.57334  0.1129
H: -0.14254 4.70004 -0.35336  0.1164
H: -4.12162 -2.30765 1.13118  0.0439
H: -3.21825 -1.38073 2.42815  0.1100
H: -3.12308 -3.20871 2.25386  0.0559
H: 2.51109 0.71050 0.62521  0.0758
H: 3.18163 -0.80824 0.36972  0.0924
H: 2.17727 -0.53122 1.57712  0.0838
H: 1.84465 0.07213 -2.25575  0.1033
H: 0.89249 -1.64361 -2.33500  0.0961
H: 2.54055 -1.62431 -1.90387  0.1102

Forces on atoms 1 to 2 (eV/Å):
C -0.024 2.928 -1.163
C -0.637 -0.847 0.891

Properties
E_LUMO = 0.5 eV
HOMO energy = -0.3253 hartree
SMILES string = CC=[S@]1(=O)O/C(=N\C(C)=O)C(C)(C)O1
relative energy (zero: lowest compared OMol25 entry of this formula, charge and spin) = 54.62 kcal/mol
calculated total energy = -1066.3835 hartree
gap between HOMO and LUMO = 9.37 eV



8.
C8H6Cl2N | ωB97M-V/def2-TZVPD

Last column: Löwdin charge in e.
Element x y z (Å)
C: -1.77347 0.27814 -2.95651  -0.5444
C: 0.85699 0.41865 2.50243  0.0191
C: 1.01109 -0.89061 2.05826  0.0002
C: 0.43099 1.41539 1.62757  -0.0015
C: 0.75227 -1.20809 0.74387  -0.0001
C: 0.14470 1.11120 0.31665  0.0244
C: 0.30509 -0.21145 -0.14870  -0.1465
C: -0.03662 -0.54280 -1.49392  -0.6787
N: -0.72855 0.25158 -2.25656  0.0127
Cl: 0.56292 -1.96935 -2.21224  0.8147
Cl: -3.03127 -0.83570 -2.79562  0.7663
H: -1.90805 1.08806 -3.66947  0.1074
H: 1.06619 0.66634 3.53135  0.1348
H: 1.33041 -1.65721 2.74548  0.1310
H: 0.33187 2.43260 1.98124  0.1318
H: 0.84894 -2.22527 0.40044  0.1027
H: -0.16351 1.87852 -0.37428  0.1261

Forces on atoms 1 to 2 (eV/Å):
C 0.538 0.301 0.293
C 0.254 0.334 1.254

Properties
E_LUMO (spin up / spin down) = -4.0 / -8.5 eV
<S²> = 2.015
HOMO energy (spin up / spin down) = -0.4089 / -0.5311 hartree
spin multiplicity = 3
total charge = +1
calculated total energy = -1283.1998 hartree
gap between HOMO and LUMO (spin up / spin down) = 7.16 / 5.94 eV



What is the calculated total energy in the second record?
-993.8337 hartree